No. 1
# C38H34INO26S

A cluster of 6 separate species, C38H34INO26S in total at a distorted geometry (wB97M-V/def2-TZVPD, OMol25).

Last column: Mulliken charge in e.
CARTESIAN COORDINATES (ANGSTROEM)
C (4.97220, -2.04170, 1.94252)  -1.26
C (5.57643, -0.74270, 1.42634)  -0.15
O (4.65289, -0.17085, 0.49874)  -0.27
C (5.11336, 1.03001, -0.05239)  -1.15
C (4.88039, 2.32111, 0.79170)  0.15
I (6.85748, 3.14945, 1.25794)  0.17
O (4.20125, 3.23053, -0.07971)  -0.44
S (3.52363, 4.42357, 0.73931)  1.27
O (2.29039, 4.72819, 0.07529)  -0.54
O (4.49169, 5.43566, 1.05027)  -0.55
O (3.22522, 3.54835, 2.01622)  -0.40
C (3.98837, 2.30058, 2.08145)  0.09
C (2.93982, 1.21977, 2.29624)  -1.33
C (2.01227, 0.94928, 1.10352)  -0.16
C (0.67795, 1.69069, 1.10762)  -0.19
N (0.13426, 2.02673, 2.40154)  -0.45
O (0.10676, 1.95761, 0.06651)  -0.54
H (3.99122, -1.86237, 2.39539)  0.29
H (4.81379, -2.72832, 1.10348)  0.31
H (5.63490, -2.52100, 2.66762)  0.38
H (5.75956, -0.03197, 2.24762)  0.27
H (6.52358, -0.93048, 0.90142)  0.43
H (6.18440, 0.93896, -0.27028)  0.59
H (4.59100, 1.19213, -1.00375)  0.40
H (4.62705, 2.36731, 2.96398)  0.73
H (3.43849, 0.30876, 2.63242)  0.33
H (2.32935, 1.58650, 3.13165)  0.79
H (2.47320, 1.19248, 0.13856)  0.14
H (1.77967, -0.12378, 1.06011)  0.54
H (0.05997, 3.03858, 2.45453)  0.30
H (-0.81734, 1.67207, 2.43145)  0.26
O (-2.58297, 0.62701, 0.03769)  -0.60
C (-2.87755, -0.51653, -0.25775)  1.23
C (-4.22546, -0.98069, -0.48712)  -1.22
C (-4.44176, -2.27096, -0.77105)  0.30
O (-5.64120, -2.80299, -0.97528)  -0.64
C (-3.31175, -3.26980, -0.85510)  1.14
O (-3.60845, -4.43127, -1.07220)  -0.68
C (-1.95543, -2.80504, -0.65285)  -1.18
C (-1.73838, -1.51133, -0.37307)  0.50
O (-0.52496, -1.02134, -0.16221)  -0.48
H (-5.03116, -0.26712, -0.39994)  0.53
H (-5.47808, -3.74142, -1.18671)  0.36
H (-1.15326, -3.52618, -0.72564)  0.49
H (-0.56854, -0.06179, 0.02353)  0.23
O (-2.99664, -3.86747, -8.30905)  -0.63
C (-3.57886, -3.80681, -7.24126)  1.13
C (-4.64463, -2.88445, -6.92903)  -0.92
C (-5.19218, -2.92225, -5.70468)  0.16
O (-6.20735, -2.16468, -5.32619)  -0.45
C (-4.72251, -3.89588, -4.64031)  1.05
O (-5.26124, -3.80882, -3.55045)  -0.49
C (-3.68250, -4.84170, -4.96021)  -1.19
C (-3.13818, -4.80341, -6.18587)  0.38
O (-2.17442, -5.60748, -6.59919)  -0.59
H (-4.97570, -2.20090, -7.69774)  0.46
H (-6.40041, -2.39655, -4.39823)  0.26
H (-3.36661, -5.53744, -4.19566)  0.50
H (-1.97971, -5.34406, -7.51961)  0.38
O (13.86214, 5.05488, 4.40037)  -0.63
C (12.88983, 5.02170, 3.66885)  1.03
C (12.59564, 5.98419, 2.63377)  -0.96
C (11.47675, 5.82963, 1.91013)  0.25
O (11.10111, 6.64400, 0.93957)  -0.58
C (10.51442, 4.68244, 2.14344)  1.09
O (9.52656, 4.66067, 1.42755)  -0.55
C (10.81301, 3.71015, 3.16458)  -1.05
C (11.93328, 3.86367, 3.88731)  0.43
O (12.31785, 3.04365, 4.84826)  -0.57
H (13.28676, 6.79979, 2.47630)  0.43
H (10.25432, 6.29856, 0.59855)  0.36
H (10.12524, 2.88977, 3.31492)  0.39
H (13.15626, 3.40712, 5.19455)  0.38
O (-10.64813, 1.98735, -5.76979)  -0.63
C (-10.04912, 1.40410, -4.88541)  1.06
C (-9.75496, -0.01149, -4.87985)  -0.93
C (-9.09463, -0.52581, -3.83361)  0.35
O (-8.76833, -1.80698, -3.72479)  -0.64
C (-8.65918, 0.31814, -2.65549)  1.09
O (-8.10096, -0.28017, -1.75317)  -0.61
C (-8.93498, 1.73449, -2.66577)  -1.13
C (-9.58802, 2.25315, -3.71653)  0.38
O (-9.89980, 3.53117, -3.84307)  -0.58
H (-10.07321, -0.60762, -5.72309)  0.45
H (-8.31139, -1.91136, -2.86402)  0.34
H (-8.60723, 2.33046, -1.82588)  0.45
H (-10.37010, 3.61350, -4.69481)  0.38
O (-4.08326, -1.49646, 2.34368)  -0.56
C (-3.63921, -2.14475, 3.27514)  1.21
C (-3.83092, -3.55854, 3.47625)  -1.20
C (-3.27362, -4.12860, 4.55607)  0.39
O (-3.37364, -5.41129, 4.85552)  -0.58
C (-2.45510, -3.34099, 5.56388)  1.01
O (-2.01610, -3.97407, 6.50646)  -0.63
C (-2.24749, -1.92744, 5.34723)  -0.97
C (-2.80344, -1.35980, 4.26741)  0.26
O (-2.68978, -0.08107, 3.94592)  -0.61
H (-4.41408, -4.11253, 2.75388)  0.50
H (-2.87784, -5.53533, 5.68787)  0.38
H (-1.65179, -1.37689, 6.06124)  0.46
H (-3.21013, 0.03486, 3.12445)  0.36

Atoms 1-2, force components in eV/Å:
C 0.0 0.1 -0.3
C -0.3 -0.2 0.0

The total charge is 0. The calculation puts the largest force on an atom at 1.28 eV Å⁻¹. For the total energy, the calculation gives -113614.8950 eV. The calculation puts the LUMO energy at -1.670 eV. The SMILES is CCOC[C@@]1(I)OS(=O)(=O)O[C@H]1CCC(N)=O.O=C1C=C(O)C(=O)C=C1O.O=C1C=C(O)C(=O)C=C1O.O=C1C=C(O)C(=O)C=C1O.O=C1C=C(O)C(=O)C=C1O.O=C1C=C(O)C(=O)C=C1O. The calculation puts the gap between HOMO and LUMO at 7.64 eV.



No. 2
# C38H35BrF4N3O11P2STeTi

A structure of composition C38H35BrF4N3O11P2STeTi (wB97M-V/def2-TZVPD, OMol25).

Last column: Mulliken charge in e.
CARTESIAN COORDINATES (ANGSTROEM)
Ti (-0.82403, 0.10100, -0.71480)  0.54
O (-1.81274, -0.01862, 2.44107)  -0.41
S (-2.12663, 0.91987, 1.37847)  1.04
O (-3.10090, 1.91988, 1.62994)  -0.66
O (-0.84056, 1.46370, 0.75692)  -0.72
O (-2.51752, 0.04996, 0.12017)  -0.33
F (6.95307, -0.09181, -1.40134)  -0.28
C (5.81558, -0.04222, -0.73141)  0.57
C (5.81157, -0.18254, 0.64482)  0.29
F (6.95384, -0.36398, 1.28673)  -0.29
C (4.61279, -0.12768, 1.33489)  0.42
F (4.66538, -0.25622, 2.65624)  -0.36
C (3.39363, 0.06100, 0.69323)  -0.82
P (1.78882, 0.05364, 1.58310)  0.90
C (2.06080, -1.45681, 2.58838)  1.30
C (2.14685, -1.46534, 3.97782)  -0.32
C (2.38155, -2.65557, 4.65459)  -0.81
C (2.53461, -3.84491, 3.95394)  -0.68
C (2.43943, -3.84467, 2.56725)  -0.86
C (2.19605, -2.65793, 1.89008)  -0.93
C (1.95314, 1.45810, 2.73034)  0.53
C (0.89134, 1.68714, 3.60884)  -0.44
C (0.89692, 2.79352, 4.44295)  -0.85
C (1.94619, 3.70071, 4.39129)  -0.70
C (2.98786, 3.49764, 3.49978)  -0.68
C (2.99204, 2.38395, 2.67134)  -0.81
C (3.43806, 0.19424, -0.69146)  -0.24
Br (1.88375, 0.46530, -1.75581)  -0.08
C (4.62198, 0.14964, -1.40388)  0.16
F (4.64034, 0.28155, -2.72692)  -0.31
H (2.07739, -0.53846, 4.53138)  0.47
H (2.46867, -2.64864, 5.73407)  0.52
H (2.73149, -4.76731, 4.48491)  0.41
H (2.55933, -4.76599, 2.01202)  0.50
H (2.12273, -2.66718, 0.80697)  0.24
H (0.04840, 1.00710, 3.62735)  0.50
H (0.07163, 2.95464, 5.12446)  0.47
H (1.94502, 4.56946, 5.03617)  0.41
H (3.80456, 4.20592, 3.44793)  0.45
H (3.81368, 2.24535, 1.98033)  0.40
C (-1.04397, -3.05773, 3.32542)  0.71
Te (-2.01021, -2.96757, 1.45913)  0.52
C (-2.74790, -4.90597, 1.93602)  -1.16
C (-2.59226, -5.02796, 3.43188)  0.62
C (-3.24732, -6.02767, 4.14349)  -0.85
C (-3.06854, -6.13700, 5.51232)  -0.58
C (-2.23905, -5.24368, 6.17939)  -0.72
C (-1.59125, -4.24139, 5.47698)  -0.62
C (-1.76336, -4.13216, 4.10164)  0.38
H (-1.10194, -2.06544, 3.76620)  0.61
H (-0.00083, -3.30143, 3.10994)  -0.73
H (-2.12877, -5.61738, 1.38626)  0.49
H (-3.77730, -4.99189, 1.59375)  0.60
H (-3.89914, -6.71948, 3.62381)  0.48
H (-3.58299, -6.91461, 6.06045)  0.42
H (-2.10629, -5.32210, 7.25003)  0.43
H (-0.95167, -3.53642, 5.99404)  0.49
O (-3.30362, -6.23300, -4.42366)  -0.61
N (-2.66014, -6.02471, -3.41964)  1.05
O (-2.30341, -6.86432, -2.61739)  -0.61
C (-2.27539, -4.62917, -3.14520)  -0.59
C (-1.47786, -4.36279, -2.05265)  -0.44
C (-1.12576, -3.05686, -1.76161)  0.02
C (-1.57441, -1.99129, -2.56475)  0.40
O (-1.25794, -0.71786, -2.34948)  0.15
C (-2.37164, -2.33347, -3.66405)  -0.37
C (-2.71245, -3.62660, -3.98573)  -0.80
N (-2.88338, -1.26750, -4.53670)  0.94
O (-2.79332, -1.44849, -5.73079)  -0.56
O (-3.37318, -0.29232, -3.99979)  -0.51
N (-0.18994, -2.85102, -0.68662)  0.17
O (-0.48792, -3.69635, 0.38892)  -0.23
O (-0.24650, -1.57981, -0.16616)  0.97
H (-1.11589, -5.17868, -1.44500)  0.74
H (-3.30917, -3.84483, -4.85958)  0.64
C (-3.76041, 3.53080, -2.67519)  -1.43
C (-3.10762, 2.35898, -1.94217)  -0.47
P (-1.29185, 2.23066, -2.13471)  1.27
C (-1.01099, 2.26300, -3.93544)  -0.18
C (0.42033, 2.52379, -4.39653)  -1.29
C (-0.66583, 3.79988, -1.43487)  -0.86
C (0.78830, 3.80128, -0.96339)  -0.88
H (-4.80792, 3.60043, -2.38442)  0.45
H (-3.72864, 3.39932, -3.75577)  0.36
H (-3.28758, 4.48159, -2.42613)  0.32
H (-3.52747, 1.40650, -2.26893)  0.29
H (-3.28509, 2.43054, -0.86712)  0.17
H (-1.66812, 3.04479, -4.32229)  0.48
H (-1.39580, 1.31712, -4.32104)  0.10
H (0.78859, 3.48260, -4.03081)  0.32
H (0.45305, 2.55342, -5.48499)  0.41
H (1.10913, 1.74510, -4.07315)  0.20
H (-1.32548, 4.01328, -0.58998)  0.55
H (-0.84034, 4.58363, -2.17674)  0.56
H (0.93517, 3.07110, -0.16713)  -0.09
H (1.04011, 4.78197, -0.55991)  0.48
H (1.48425, 3.58513, -1.77331)  0.24

Atoms 1-2, force components in eV/Å:
Ti 0.5 0.2 0.3
O -0.1 0.3 -0.3

For the relative energy (zero: lowest compared OMol25 entry of this formula, charge and spin), the calculation gives 0.0 kcal/mol. The total charge is +1. The calculation puts the largest force on an atom at 0.73 eV Å⁻¹. For the total energy, the calculation gives -207689.1786 eV. The calculation puts the LUMO energy at -4.071 eV. The calculation puts the gap between HOMO and LUMO at 6.84 eV.



No. 3
# C38H35CeClN2Si2

A structure of composition C38H35CeClN2Si2 at a distorted geometry (wB97M-V/def2-TZVPD, OMol25).

Last column: Mulliken charge in e.
CARTESIAN COORDINATES (ANGSTROEM)
C (2.44675, 4.30478, 0.68557)  -0.24
C (2.38711, 3.03648, 1.36341)  -1.07
C (2.57117, 2.00597, 0.38179)  -0.11
H (2.24182, 2.87537, 2.43548)  0.57
C (2.71424, 2.63356, -0.90427)  -0.31
C (2.64506, 4.05068, -0.71045)  -0.75
H (2.78593, 4.80801, -1.48393)  0.63
H (2.38222, 5.29218, 1.14805)  0.48
H (2.64250, 0.93456, 0.56911)  0.64
H (2.88300, 2.11312, -1.84718)  0.61
Ce (0.36324, 3.09239, -0.16972)  1.00
Si (-0.25724, -4.13991, -0.22216)  0.72
C (-1.77042, -4.87879, 0.55621)  0.17
C (-2.98821, -5.00074, -0.12278)  -0.19
H (-3.08303, -4.61788, -1.14270)  0.38
C (-4.06944, -5.61556, 0.51472)  -0.64
H (-5.01171, -5.73948, -0.02302)  0.40
C (-3.92472, -6.08878, 1.82398)  -0.42
H (-4.75269, -6.60771, 2.30698)  0.39
C (-2.71958, -5.91342, 2.52071)  -0.69
H (-2.60075, -6.26917, 3.54675)  0.40
C (-1.64560, -5.28859, 1.88750)  -0.23
H (-0.70128, -5.11987, 2.40966)  0.36
C (0.02212, -4.87630, -1.90272)  0.71
C (0.29527, -6.25529, -1.91119)  -0.56
H (0.28577, -6.81251, -0.96895)  0.32
C (0.59807, -6.90178, -3.11426)  -0.65
H (0.81008, -7.97358, -3.10926)  0.39
C (0.62847, -6.17041, -4.30655)  -0.46
H (0.86432, -6.67851, -5.24290)  0.38
C (0.35883, -4.79551, -4.30253)  -0.68
H (0.38674, -4.23231, -5.23715)  0.38
C (0.05458, -4.14869, -3.09977)  -0.09
H (-0.14703, -3.07737, -3.09308)  0.14
H (0.90897, -4.39206, 0.64063)  -0.25
Si (-0.50491, -1.82544, -0.41931)  -0.92
C (1.24693, -1.47642, -0.98564)  1.38
C (2.31934, -2.00227, -0.24516)  -0.55
H (2.13579, -2.46092, 0.73451)  0.40
C (3.62295, -1.97351, -0.75661)  -0.94
H (4.42305, -2.41030, -0.15209)  0.47
C (3.86401, -1.37405, -1.99477)  -0.62
H (4.87688, -1.36535, -2.39552)  0.42
C (2.81140, -0.75694, -2.68407)  -0.87
H (3.00136, -0.22948, -3.61732)  0.58
C (1.51287, -0.79391, -2.17810)  -0.44
H (0.68405, -0.28744, -2.67756)  0.49
C (-0.63605, -1.34739, 1.38428)  0.86
C (0.45042, -0.79145, 2.07701)  0.26
H (1.28684, -0.34302, 1.52863)  0.15
C (0.48024, -0.84463, 3.46957)  -0.81
H (1.36298, -0.47438, 3.98733)  0.45
C (-0.61167, -1.35075, 4.18963)  -0.65
H (-0.57282, -1.40588, 5.27458)  0.42
C (-1.76081, -1.74047, 3.50455)  -0.52
H (-2.65940, -2.06602, 4.02891)  0.46
C (-1.77938, -1.71464, 2.11253)  -0.60
H (-2.68214, -2.01781, 1.58750)  0.40
H (-1.49925, -1.15417, -1.26800)  -0.12
Cl (-1.40368, 1.47642, -0.95005)  -0.31
N (-0.58259, 4.39858, 1.83653)  -0.44
C (-1.02368, 5.74654, 1.53020)  0.52
C (-1.58465, 6.56142, 2.49083)  -0.55
C (-1.89021, 7.89920, 2.15842)  -0.72
C (-1.63463, 8.40259, 0.88881)  -0.90
C (-1.09060, 7.56984, -0.13010)  0.54
C (-0.81024, 8.00663, -1.44251)  -0.42
C (-0.27345, 7.13375, -2.37007)  -1.02
C (0.00166, 5.81329, -1.98836)  0.12
N (-0.27586, 5.36636, -0.73580)  -0.07
C (-0.80427, 6.21867, 0.21300)  0.24
H (0.24317, 4.41281, 2.44321)  0.38
H (-1.26827, 3.90731, 2.41156)  0.42
H (-1.77075, 6.17303, 3.49271)  0.47
H (-2.32849, 8.55311, 2.91624)  0.41
H (-1.85119, 9.44752, 0.63689)  0.43
H (-1.02106, 9.04200, -1.70379)  0.47
H (-0.05179, 7.43975, -3.38812)  0.43
H (0.44336, 5.08489, -2.69050)  0.55

Atoms 1-2, force components in eV/Å:
C 0.6 -0.7 -0.1
C 0.8 0.2 -0.8

The total charge is +2. The calculation puts the largest force on an atom at 4.08 eV Å⁻¹. For the total energy, the calculation gives -84147.2028 eV. The calculation puts the LUMO energy (alpha / beta) at -8.637 / -8.631 eV. The calculation puts the gap between HOMO and LUMO (alpha / beta) at 3.27 / 3.28 eV.



Number 2 is which compound? C38H35BrF4N3O11P2STeTi



What is the total charge in the first record? 0



Which of these has the highest total charge? C38H35CeClN2Si2